[1]
{"formula": "C3H8ClNO", "method": "wB97M-V/def2-TZVPD", "charge": 0, "energy_ev": -19300.061, "homo_energy_ev": -9.077, "smiles": "NC[C@@H](Cl)CO", "orbital_gap_ha": 0.3698, "species": ["Cl", "O", "N", "C", "C", "C", "H", "H", "H", "H", "H", "H", "H", "H"], "positions_angstrom": [[-2.06, -1.35, -0.02], [-1.53, 1.86, -0.23], [1.80, -0.26, -0.16], [-0.54, -0.40, -0.37], [0.68, -1.11, 0.10], [-0.71, 0.99, 0.36], [0.90, -2.09, -0.30], [-0.46, -0.27, -1.47], [2.40, 0.00, 0.58], [-2.36, 1.48, -0.37], [2.00, 0.10, -1.12], [-1.01, 0.82, 1.42], [0.33, 1.44, 0.44], [0.56, -1.21, 1.16]]}

[2]
{"formula": "C7H10N3", "method": "wB97M-V/def2-TZVPD", "charge": 1, "energy_ev": -11878.755, "homo_energy_ev": [-13.286, -13.287], "orbital_gap_ha": [0.2930, 0.2931], "species": ["N", "N", "N", "C", "C", "C", "C", "C", "C", "C", "H", "H", "H", "H", "H", "H", "H", "H", "H", "H"], "positions_angstrom": [[-0.27, 1.11, 0.41], [1.20, -1.37, -0.02], [3.00, -0.11, -0.05], [-1.93, 0.35, -1.12], [-0.96, 0.01, 0.03], [0.91, 1.52, 0.23], [2.70, 1.00, -0.47], [2.30, -0.97, 0.62], [-1.66, -0.53, 1.27], [0.08, -1.16, -0.50], [-2.68, 0.91, -0.70], [-1.53, 0.26, 1.94], [2.63, -1.53, 1.38], [3.23, 1.56, -1.23], [1.37, 2.42, 0.62], [-1.68, 0.76, -2.09], [-2.47, -0.46, -1.49], [-0.37, -1.81, -1.23], [-2.65, -0.52, 0.92], [-1.21, -1.44, 1.50]]}

[3]
{"formula": "C19H27LaN2", "method": "wB97M-V/def2-TZVPD", "charge": 2, "energy_ev": -23959.681, "homo_energy_ev": [-13.973, -14.429], "orbital_gap_ha": [0.1841, 0.1862], "species": ["La", "N", "N", "C", "C", "C", "C", "C", "C", "C", "C", "C", "C", "C", "C", "C", "C", "C", "C", "C", "C", "C", "H", "H", "H", "H", "H", "H", "H", "H", "H", "H", "H", "H", "H", "H", "H", "H", "H", "H", "H", "H", "H", "H", "H", "H", "H", "H", "H"], "positions_angstrom": [[-0.80, 0.41, -0.25], [-1.50, 1.29, 6.38], [-1.37, -0.65, 1.98], [-1.33, 0.16, 3.08], [2.03, 0.63, 0.14], [1.84, 2.57, -1.62], [1.92, -0.79, 0.09], [1.53, -1.15, -1.23], [2.43, 1.42, 1.34], [-1.92, 1.88, -1.64], [-1.36, -0.38, 4.36], [-1.27, -2.00, 2.04], [-3.65, 1.10, -3.13], [1.42, -2.57, -1.72], [-1.35, -1.77, 4.43], [1.40, 0.03, -2.01], [1.71, 1.15, -1.18], [-1.29, -2.58, 3.28], [-2.55, 0.61, -2.15], [2.26, -1.73, 1.20], [1.17, 0.09, -3.49], [-1.44, 0.53, 5.47], [-3.14, 1.65, -3.94], [-1.25, -3.65, 3.34], [2.68, 2.68, -2.30], [-1.85, -0.02, -2.69], [1.87, 1.09, 2.22], [-2.49, 2.47, -0.83], [0.94, 2.90, -2.15], [3.33, -1.91, 1.27], [0.86, -0.88, -3.87], [2.41, -3.00, -1.95], [3.51, 1.29, 1.55], [1.92, -1.34, 2.15], [0.95, -3.21, -0.96], [-4.35, 1.78, -2.62], [2.09, 0.37, -4.01], [-0.39, 1.08, 1.82], [0.41, 0.82, -3.75], [-3.03, 0.00, -1.35], [0.81, -2.62, -2.63], [-1.24, -2.50, 1.05], [2.00, 3.23, -0.77], [-0.99, 2.37, -2.07], [-4.19, 0.26, -3.53], [-1.41, -2.20, 5.43], [1.77, -2.68, 1.04], [2.25, 2.49, 1.18], [-1.36, 1.28, 3.03]]}

[4]
{"formula": "CH4CsO", "method": "wB97M-V/def2-TZVPD", "charge": 1, "energy_ev": -3690.173, "homo_energy_ev": -14.880, "orbital_gap_ha": 0.3967, "species": ["Cs", "O", "C", "H", "H", "H", "H"], "positions_angstrom": [[-0.45, 2.56, -0.28], [1.05, -0.59, 0.67], [-0.24, -0.52, 0.03], [1.60, -0.03, 0.11], [-1.10, -0.71, 0.67], [-0.61, 0.43, -0.34], [-0.25, -1.14, -0.86]]}

[5]
{"formula": "C3H11N2Si", "method": "wB97M-V/def2-TZVPD", "charge": 1, "energy_ev": -14138.918, "homo_energy_ev": -13.556, "smiles": "[SiH3]N1CC[NH2+]C1", "orbital_gap_ha": 0.3779, "species": ["Si", "N", "N", "C", "C", "C", "H", "H", "H", "H", "H", "H", "H", "H", "H", "H", "H"], "positions_angstrom": [[2.37, 0.03, 0.25], [0.65, 0.02, -0.36], [-1.37, 0.84, 0.28], [-0.21, -1.08, -0.48], [-1.35, -0.68, 0.46], [-0.16, 1.11, -0.65], [2.09, 0.82, 1.31], [-1.49, 1.19, 1.27], [0.17, 2.20, -0.62], [-0.45, -1.24, -1.61], [-2.31, 1.02, -0.10], [-0.68, 0.91, -1.52], [-1.09, -0.97, 1.55], [0.24, -1.98, -0.18], [-2.24, -1.15, 0.19], [3.48, 0.42, -0.56], [2.35, -1.49, 0.76]]}